Record 1
# C9H19N2O4Tl2

A molecular structure, C9H19N2O4Tl2 at a distorted geometry (ωB97M-V/def2-TZVPD, the Open Molecules 2025 dataset).

Positions of all 36 atoms, in Å:
Tl  -6.6806  -27.8618  -6.3907
Tl  -4.8271  -29.5504  -0.7723
N  -5.8952  -25.9957  -2.9164
O  -5.5712  -27.0501  -2.3368
O  -6.5909  -26.1741  -3.9276
O  -5.5142  -24.9194  -2.5050
C  -7.9422  -24.2481  0.8296
C  -7.6983  -22.8339  0.2931
C  -8.5996  -21.8596  1.1016
C  -8.3028  -20.3346  1.0373
C  -6.8331  -20.2049  1.2809
C  -5.9411  -21.0195  0.3153
N  -6.2673  -22.4343  0.4083
O  -5.3505  -23.2079  -0.2176
C  -5.9401  -20.3762  -1.1289
C  -4.5076  -20.7991  0.9532
C  -8.1036  -22.7759  -1.2088
H  -7.5352  -24.4618  1.8197
H  -7.4536  -24.9463  0.1424
H  -8.9844  -24.5664  0.8694
H  -9.6062  -21.9170  0.6702
H  -8.4774  -22.0661  2.1705
H  -8.9024  -19.7547  1.7450
H  -8.6826  -19.9703  0.0733
H  -6.5829  -20.5621  2.2802
H  -6.7025  -19.1483  0.9854
H  -6.9518  -20.1333  -1.4537
H  -5.3629  -19.4533  -1.0502
H  -5.4097  -21.0610  -1.7916
H  -3.8102  -21.4060  0.3636
H  -4.1658  -19.7687  0.8686
H  -4.4133  -21.2289  1.9510
H  -8.4519  -21.8168  -1.5966
H  -8.8557  -23.4964  -1.5364
H  -7.3008  -22.9824  -1.9230
H  -5.7409  -23.4652  -1.1015

Forces on atoms 1 to 3 (eV/Å):
-0.1 -0.4 -0.9
0.4 -0.9 0.5
0.3 -1.2 0.0

The gap between HOMO and LUMO comes out at 2.09 eV. The net charge is +5. The calculation puts the largest force on an atom at 5.97 eV/Å.

Here are the Löwdin charges for atoms 1 to 2, given in e: 1.21 1.13

---

Record 2
# C9H19N3O3

A single C9H19N3O3 molecule at a distorted geometry (ωB97M-V/def2-TZVPD, the Open Molecules 2025 dataset).

Positions of all 34 atoms, in Å:
C  -1.1851  -2.6725  2.5149
C  -0.0672  -3.3038  1.5999
N  1.1480  -2.4750  1.6646
C  1.3212  -1.1377  1.5055
O  2.2779  -0.5986  2.0520
C  0.3575  -0.2418  0.7180
N  -0.3611  0.3994  1.7821
C  1.0406  0.7772  -0.1754
C  0.1146  1.7865  -0.8433
C  0.7335  2.4747  -2.0399
C  -0.3323  3.1402  -2.8708
N  -1.1611  4.0360  -2.0966
C  -0.7364  -3.4164  0.2075
O  -1.9378  -3.4990  0.0253
O  0.2130  -3.4869  -0.7451
H  -1.4873  -1.6691  2.0899
H  -0.8506  -2.4663  3.5641
H  -2.0784  -3.2760  2.6059
H  0.1976  -4.3345  1.9023
H  1.9334  -3.0027  2.0709
H  -0.2073  -0.9109  0.1171
H  0.3288  0.9225  2.3267
H  -1.0324  1.0569  1.4424
H  1.7863  1.2524  0.4787
H  1.6553  0.1951  -0.9022
H  -0.2124  2.5044  -0.0851
H  -0.7496  1.1928  -1.2345
H  1.5006  3.1789  -1.7345
H  1.2344  1.7548  -2.7128
H  0.1493  3.6560  -3.7423
H  -0.9449  2.4553  -3.4169
H  -0.6247  4.8097  -1.7259
H  -1.8834  4.4980  -2.6857
H  -0.1399  -3.5996  -1.6567

Forces on atoms 1 to 3 (eV/Å):
0.4 0.9 0.4
-1.6 1.5 0.5
-0.1 -2.1 -0.3

The gap between HOMO and LUMO comes out at 9.79 eV. The net charge is 0. The calculation puts the energy relative to the best compared isomer or geometry (same formula, charge and spin) at 0.989 eV. The calculation puts the largest force on an atom at 2.33 eV/Å.

Here are the Löwdin charges for atoms 1 to 2, given in e: -0.05 -0.23

---

Record 3
# C9H19N4O12V

A molecular structure, C9H19N4O12V at a distorted geometry (ωB97M-V/def2-TZVPD, the Open Molecules 2025 dataset).

Positions of all 45 atoms, in Å:
O  2.1363  1.5745  -2.2668
V  2.3040  0.2720  -1.4025
O  3.1457  0.6368  -0.0868
N  0.7214  -1.0206  -4.1373
O  0.7665  -0.7664  -2.8958
O  0.8128  -0.0879  -4.9574
O  0.5260  -2.1722  -4.5207
N  4.0226  -0.8006  -4.2369
O  3.9870  -0.0128  -5.1963
O  3.7826  -0.4108  -3.0402
O  4.2080  -2.0107  -4.4562
N  1.8638  -3.0189  -1.0024
O  2.3011  -3.7251  -1.9076
O  2.4528  -1.9197  -0.7323
O  0.8112  -3.2935  -0.3871
C  0.7800  -1.0573  2.4035
C  -0.5668  -0.5299  1.9389
C  -1.1264  0.2276  3.1645
C  -2.2999  1.2201  2.8825
C  -1.7523  2.2038  1.8245
C  -1.2902  1.5402  0.5096
N  -0.4366  0.4296  0.8306
O  0.2723  -0.1348  -0.2401
C  -2.6002  1.2590  -0.2678
C  -0.4380  2.6209  -0.2128
C  -1.6480  -1.6206  1.6966
H  1.2979  -1.4108  1.5062
H  0.6736  -1.9584  3.0091
H  1.3531  -0.2772  2.8980
H  -1.5207  -0.4406  3.9316
H  -0.2737  0.7564  3.5982
H  -2.3312  1.7943  3.8083
H  -3.1661  0.6921  2.4870
H  -0.9566  2.6191  2.4572
H  -2.3280  3.1070  1.6101
H  -3.3214  0.6784  0.3069
H  -3.1813  2.0842  -0.6878
H  -2.2911  0.7740  -1.2010
H  0.4301  2.8701  0.3959
H  -0.0806  2.2454  -1.1715
H  -1.0543  3.5060  -0.3772
H  -1.1718  -2.2716  0.9520
H  -2.5068  -1.2085  1.1667
H  -1.9283  -2.1898  2.5782
H  -0.3781  -0.7725  -0.5715

Forces on atoms 1 to 3 (eV/Å):
-0.3 0.2 1.2
0.8 -1.6 -1.6
-0.7 0.2 -1.0

The gap between HOMO and LUMO comes out at 6.58 eV. The net charge is -2. The calculation puts the largest force on an atom at 3.02 eV/Å.

Here are the Löwdin charges for atoms 1 to 2, given in e: -0.31 0.95

---

Record 4
# C9H19N4O4

2 unconnected molecules or ions with the total composition C9H19N4O4 at a distorted geometry (ωB97M-V/def2-TZVPD, the Open Molecules 2025 dataset).

Positions of all 36 atoms, in Å:
O  1.5907  4.0849  0.3121
N  1.6269  4.8414  -0.5500
O  0.6393  4.4584  -1.6099
C  -0.5814  4.3568  -1.0013
N  -1.0945  5.4956  -0.5487
C  -2.3097  5.1158  0.0356
C  -2.4485  3.7835  -0.0898
N  -1.3205  3.2960  -0.7958
H  -0.7028  6.4280  -0.6029
H  -2.9971  5.8228  0.4956
H  -3.2807  3.1948  0.2853
H  -1.1051  2.3377  -1.0886
C  -0.7520  -3.5855  2.3288
O  0.5587  -3.0569  2.2237
C  1.4229  -3.8196  1.3844
C  1.7230  -3.0801  0.0932
N  0.5456  -3.0067  -0.7668
C  0.6784  -2.0802  -1.8880
C  0.9045  -0.6011  -1.5723
O  -0.2133  0.0506  -0.9679
C  -0.3166  -0.1334  0.4412
H  -1.2590  -3.0567  3.1354
H  -1.3225  -3.4284  1.4072
H  -0.7331  -4.6508  2.5712
H  1.0212  -4.8181  1.1895
H  2.3594  -3.9490  1.9323
H  2.5257  -3.5974  -0.4401
H  2.0854  -2.0811  0.3676
H  -0.2498  -2.7201  -0.2120
H  -0.2455  -2.1582  -2.4674
H  1.4869  -2.4291  -2.5370
H  1.0565  -0.0910  -2.5276
H  1.8145  -0.4246  -0.9904
H  0.6566  -0.2170  0.9275
H  -0.9250  -1.0114  0.6640
H  -0.8392  0.7301  0.8618

Forces on atoms 1 to 3 (eV/Å):
0.3 0.9 -0.3
1.3 -0.9 1.4
-2.2 -0.7 -0.4

The gap between HOMO and LUMO comes out at 6.03 eV. The net charge is +1. The calculation puts the energy relative to the best compared isomer or geometry (same formula, charge and spin) at 0.000 eV. The calculation puts the largest force on an atom at 4.26 eV/Å.

Here are the Löwdin charges for atoms 1 to 2, given in e: 0.17 0.10

---

Record 5
# C9H19N4S

A molecular structure, C9H19N4S at a distorted geometry (ωB97M-V/def2-TZVPD, the Open Molecules 2025 dataset).

Positions of all 33 atoms, in Å:
C  0.2856  1.1897  0.0217
C  0.3861  -1.0134  0.7236
C  2.5575  -0.2730  -0.1875
C  -3.0595  1.5952  0.6075
C  -0.5900  -2.5428  -1.2536
C  -0.6134  2.3455  0.1937
C  -0.4531  -2.2445  1.1922
C  -1.9576  2.0017  -0.3992
C  -0.3570  -3.2617  0.0507
N  -0.2690  0.0306  0.3408
N  1.4717  1.3228  -0.4866
N  1.7392  -1.0247  0.7309
N  2.2247  2.4420  -0.5623
S  4.1115  0.1353  0.2210
H  2.3582  -0.5687  -1.1775
H  -2.8259  2.0381  1.5464
H  -3.0431  0.6138  0.5662
H  -4.1034  1.7626  0.4027
H  0.1211  -1.8676  -1.5396
H  -1.6402  -2.1632  -1.1951
H  -0.4079  -3.2339  -1.9557
H  -0.0363  3.2550  -0.2485
H  -0.8617  2.4678  1.2390
H  -1.5376  -1.8891  1.3227
H  -0.1418  -2.6704  2.1771
H  -1.8258  1.2066  -1.0812
H  -2.2487  2.7925  -1.1225
H  -1.1852  -3.9309  0.3128
H  0.5773  -3.7203  0.1513
H  1.9991  -1.4227  1.6189
H  2.1461  3.1747  0.1519
H  2.8708  2.5197  -1.4510
H  4.3083  0.9334  -0.9108

Forces on atoms 1 to 3 (eV/Å):
0.3 1.2 -0.1
-1.7 0.3 0.4
-4.4 -0.2 0.9

The gap between HOMO and LUMO comes out at 9.39 eV. The net charge is +1. The calculation puts the energy relative to the best compared isomer or geometry (same formula, charge and spin) at 0.000 eV. The calculation puts the largest force on an atom at 5.11 eV/Å.

Here are the Löwdin charges for atoms 1 to 2, given in e: -0.32 -0.31

---

Record 6
# C9H19N5O3

A single C9H19N5O3 molecule at a distorted geometry (ωB97M-V/def2-TZVPD, the Open Molecules 2025 dataset).

Positions of all 36 atoms, in Å:
H  4.9225  -1.4380  1.2637
N  4.3240  -0.6489  1.1250
C  4.2238  -0.5442  -0.1055
N  4.8696  -1.5054  -1.0303
N  3.5337  0.3814  -0.8256
C  2.7285  1.2945  -0.1709
C  1.7655  0.6049  0.9539
C  0.6814  -0.1235  0.1011
C  -0.6045  0.7770  -0.3087
N  -0.0496  1.9745  -1.0428
C  -1.5740  1.0360  0.7146
O  -1.5292  2.0682  1.4488
N  -2.3925  0.0642  1.0990
C  -3.0643  -0.8939  0.3081
C  -4.0944  -1.6339  1.3385
C  -3.9054  -0.2339  -0.8912
O  -3.6092  0.9782  -1.2799
O  -4.8278  -1.0063  -1.4716
H  4.3244  -1.7151  -1.8361
H  5.0622  -2.4581  -0.6739
H  4.2012  0.7162  -1.6802
H  1.8756  1.7889  -0.9745
H  3.4438  1.9667  0.3768
H  1.4612  1.3740  1.7882
H  2.3174  -0.3325  1.3835
H  0.1839  -1.0032  0.4815
H  1.2574  -0.2486  -0.8378
H  -1.1127  0.2687  -1.0793
H  0.0697  2.8236  -0.3412
H  -0.8170  2.3933  -1.5340
H  -3.1988  0.5860  1.5373
H  -2.3796  -1.5407  -0.1728
H  -4.7573  -2.2804  0.8095
H  -4.5989  -0.6980  1.8160
H  -3.6181  -2.2533  2.0718
H  -5.1124  -0.5383  -2.3609

Forces on atoms 1 to 3 (eV/Å):
0.3 -0.7 0.7
0.4 0.4 1.9
1.1 -2.3 -3.5

The gap between HOMO and LUMO comes out at 9.01 eV. The net charge is 0. The calculation puts the energy relative to the best compared isomer or geometry (same formula, charge and spin) at 4.717 eV. The calculation puts the largest force on an atom at 6.22 eV/Å.

Here are the Löwdin charges for atoms 1 to 2, given in e: 0.05 0.13